Entry 1:
Density functional theory data (ωB97M-V with the def2-TZVPD basis set) for one molecule with the formula C4H7BrN2O2 at a distorted geometry.

Structure (XYZ):
```
16
Properties=species:S:1:pos:R:3:forces:R:3
H 1.302463 -1.163040 -1.556892 -0.6 0.2 -1.5
O -1.470728 1.993455 0.230302 3.5 0.7 0.3
Br -4.600896 -0.689528 0.048894 0.3 0.0 0.0
O 0.457294 -0.765187 0.231585 -1.2 1.9 1.7
H -0.533622 0.922252 1.666294 0.4 0.1 0.0
H -3.006369 2.965688 -0.958926 -0.7 -1.2 1.1
C -2.928112 -0.002898 0.441168 1.2 0.6 1.7
H 0.455855 2.349463 0.982782 -1.7 -2.0 -0.8
N -3.501232 2.117574 -0.547678 1.1 -0.8 -0.3
H 0.470775 -2.549546 -0.662242 -0.3 -0.5 -0.5
H -2.357440 -0.532837 1.268487 -0.7 0.6 -1.5
N 0.414911 0.574149 -0.135387 1.8 -2.3 -3.0
H 2.166153 -1.916794 -0.324542 -1.9 0.1 0.1
C 1.078946 -1.675281 -0.661948 2.9 0.9 1.2
C -2.593747 1.353534 0.066061 -4.0 0.6 -2.0
C -0.253403 1.419381 0.720060 -0.1 1.2 3.5
```
Forces are in eV/Å.

Expectation value of S²: 2.035
DFT total energy, eV: -81372.8914
Spin multiplicity: 3
Orbital gap (spin up / spin down), eV: 9.4 / 8.3
Energy above the lowest of the compared OMol25 structures with the same formula, charge and spin, kcal per mole: 0.0

And the Mulliken charges, in e, turn out to be: 0.32 -0.36 -0.06 -0.04 0.50 0.28 -0.46 0.20 -0.72 0.23 0.32 -0.30 0.23 -0.53 0.85 -0.46

***

Entry 2:
Density functional theory data (ωB97M-V with the def2-TZVPD basis set) for an isolated ion of composition C4H7BrNS and charge +1 at a distorted geometry.

Structure (XYZ):
```
14
Properties=species:S:1:pos:R:3:forces:R:3
N 0.027132 0.390332 -0.166405 0.2 -4.0 2.1
C 0.391732 1.690557 -0.259156 -0.6 5.1 1.1
H -0.584904 2.221360 0.029821 2.0 0.1 -0.7
C 0.971091 -0.549557 -0.348854 2.5 -3.1 0.3
H 0.684955 1.961011 -1.267382 0.3 0.1 0.1
C -1.002482 0.091345 0.598373 -3.8 4.0 -0.1
H 1.170033 1.855576 0.525392 -0.4 0.5 -0.9
S 0.427058 -2.161083 0.084303 1.3 1.0 -0.8
C 1.644373 -3.278640 -0.005330 -0.1 1.8 -0.6
Br 2.944783 -0.175380 -0.099038 -2.5 -0.3 -0.7
H -1.668951 1.004783 0.887598 1.4 -1.8 -0.5
H -1.573362 -0.781302 0.546057 0.0 -1.7 0.3
H 1.190277 -4.192260 -0.102003 -0.9 -2.5 0.4
H 2.597494 -3.208464 -0.474391 0.7 0.6 0.1
```
Forces are in eV/Å.

Total charge: +1
DFT total energy, eV: -86617.1762
Orbital gap (spin up / spin down), eV: 7.3 / 6.7
Energy above the lowest of the compared OMol25 structures with the same formula, charge and spin, kcal per mole: 127.1

And the Mulliken charges, in e, turn out to be: 0.10 -0.91 0.23 0.38 0.33 -0.39 0.49 0.13 -0.63 -0.03 0.20 0.36 0.36 0.38

***

Entry 3:
Density functional theory data (ωB97M-V with the def2-TZVPD basis set) for one molecule with the formula C4H7BrO2 at a distorted geometry.

Structure (XYZ):
```
14
Properties=species:S:1:pos:R:3:forces:R:3
H -0.287109 -1.538691 -2.278896 0.2 0.9 1.5
H 0.498205 1.037922 -1.312033 0.0 -1.6 0.0
H -0.517355 2.212861 0.043818 -0.4 -0.8 1.1
Br 2.434471 -0.634687 -1.146913 -0.5 0.3 0.0
C -0.632023 1.427132 0.895246 1.3 1.1 -1.8
H -1.446545 -0.961320 -1.072848 0.2 0.7 0.1
O -1.430888 1.551339 1.769060 -0.3 -0.5 0.5
H 1.344833 0.749285 1.114114 1.1 0.7 0.2
C 0.430127 0.325580 0.783874 -1.2 -0.9 -2.4
C -0.375516 -1.149312 -1.199266 -0.4 1.5 -3.2
C 0.588625 0.009596 -0.846423 -0.5 0.0 2.4
H -0.514853 -0.280455 2.262343 1.4 -2.1 -1.5
O 0.098608 -0.791885 1.579960 -1.8 2.4 1.5
H -0.190581 -1.957367 -0.592035 0.8 -1.8 1.5
```
Forces are in eV/Å.

SMILES: C[C@H](Br)[C@H](O)C=O
DFT total energy, eV: -78397.6613
Orbital gap, eV: 10.6
Energy above the lowest of the compared OMol25 structures with the same formula, charge and spin, kcal per mole: 20.0

And the Mulliken charges, in e, turn out to be: 0.33 0.40 0.22 -0.14 0.16 0.34 -0.46 0.43 -0.10 -1.24 -0.20 0.37 -0.54 0.43

***

Entry 4:
Density functional theory data (ωB97M-V with the def2-TZVPD basis set) for a 2-piece molecular cluster, C4H7BrO2 overall at a distorted geometry.

Structure (XYZ):
```
14
Properties=species:S:1:pos:R:3:forces:R:3
C 1.066866 -1.611029 -1.477805 0.4 3.2 1.2
H 0.969149 1.452877 1.522664 0.3 -1.0 -1.2
O 1.491179 0.433002 -1.001492 1.0 -3.4 -0.8
H -1.450054 1.582941 2.258928 1.2 -0.2 -0.4
C 0.285411 0.789563 0.905551 0.2 4.0 1.6
C -0.211644 -1.759373 -1.368210 1.0 0.3 -0.1
H -0.854515 -1.050569 -0.932892 -0.2 1.8 0.4
H 0.420477 -0.201246 1.133497 0.2 -2.5 0.8
O 0.392630 0.958401 -0.493443 -1.4 0.9 0.1
H -0.808408 -2.532219 -1.693261 -0.6 -2.4 -0.8
H -1.801138 0.643964 0.832776 0.3 1.2 0.2
Br 2.698762 -2.346505 -1.637260 0.0 -0.2 -0.4
C -1.063218 1.413377 1.229076 -1.8 -7.1 2.5
H -1.135497 2.226817 0.721871 -0.6 5.3 -3.2
```
Forces are in eV/Å.

DFT total energy, eV: -78391.4019
Orbital gap (spin up / spin down), eV: 8.5 / 9.0
Energy above the lowest of the compared OMol25 structures with the same formula, charge and spin, kcal per mole: 164.3

And the Mulliken charges, in e, turn out to be: 0.09 0.29 -0.46 0.34 -0.20 -0.37 0.22 0.37 -0.08 0.33 0.22 0.00 -1.15 0.38

***

Entry 5:
Density functional theory data (ωB97M-V with the def2-TZVPD basis set) for a 2-piece molecular cluster, C4H7BrO2 overall at a distorted geometry.

Structure (XYZ):
```
14
Properties=species:S:1:pos:R:3:forces:R:3
H 1.078078 -0.523102 -0.783832 -0.1 0.1 0.0
O -3.424761 -2.113001 0.354476 -0.9 5.3 -0.9
Br -5.003603 0.281765 -0.046350 -0.1 -0.5 0.2
C -0.943499 -0.025263 -0.064526 4.7 -4.2 -1.4
C -0.415824 0.447982 1.226093 1.2 -2.1 0.4
H -0.983580 -1.227206 -0.025521 -0.3 1.8 0.3
H -1.166070 0.195200 1.909636 -0.9 -0.6 1.7
C 0.217910 0.037543 -1.160158 -0.6 0.5 -0.5
H -0.369629 1.476393 1.261799 0.6 2.4 -0.1
H 0.559621 1.125017 -1.309240 -0.7 -1.6 -0.3
C -3.656497 -0.951144 0.144627 2.7 -2.5 -0.2
H -0.143907 -0.528339 -2.084703 0.5 1.3 0.9
O -2.039670 0.502839 -0.460588 -5.4 -0.7 -0.2
H 0.551469 -0.067944 1.464400 -0.9 0.7 0.0
```
Forces are in eV/Å.

DFT total energy, eV: -78394.6644
Orbital gap (spin up / spin down), eV: 7.2 / 7.2
Energy above the lowest of the compared OMol25 structures with the same formula, charge and spin, kcal per mole: 89.1

And the Mulliken charges, in e, turn out to be: 0.38 -0.33 0.10 0.71 -1.37 0.13 0.32 -1.25 0.41 0.32 0.59 0.29 -0.62 0.33

***

Entry 6:
Density functional theory data (ωB97M-V with the def2-TZVPD basis set) for one molecule with the formula C4H7Cl at a distorted geometry.

Structure (XYZ):
```
12
Properties=species:S:1:pos:R:3:forces:R:3
H -1.207211 0.344374 -2.414875 0.4 -0.5 0.8
C 0.333644 -0.079382 -0.773865 -0.2 0.5 -4.3
H 0.154025 -1.690350 0.739166 -0.7 1.1 -1.1
H -1.411757 -0.818270 0.300372 0.3 -0.1 -0.3
H -0.336130 1.298372 1.198338 0.2 -0.9 0.4
C -0.320078 -0.710171 0.366656 0.3 -0.6 2.0
H -0.625288 -0.004966 2.427762 0.5 0.2 -0.7
Cl 1.646292 0.339499 1.984662 0.6 -0.1 0.2
C -0.048574 0.259952 1.508719 -1.7 1.0 1.1
H 0.579475 0.627977 -2.717606 -0.2 0.3 0.1
H 1.419210 0.124345 -0.608936 -1.0 -0.4 -0.4
C -0.183608 0.308620 -2.010391 1.6 -0.7 2.2
```
Forces are in eV/Å.

SMILES: C=CCCCl
DFT total energy, eV: -16782.8132
Orbital gap, eV: 10.5
Energy above the lowest of the compared OMol25 structures with the same formula, charge and spin, kcal per mole: 12.9

And the Mulliken charges, in e, turn out to be: 0.28 -0.13 0.24 0.27 0.34 -0.27 0.32 -0.20 -0.54 0.24 0.26 -0.80